Record 1
ORCA calculation (ωB97M-V/def2-TZVPD) on a structure of composition C3H9IN3 in a non-equilibrium geometry.

The electronic energy comes out at -581.22484 hartree. The charge is +1. The value obtained for the LUMO energy (spin up / spin down) is -0.160 / -0.310 Ha. The HOMO energy (spin up / spin down) is -0.5078 / -0.4666 hartree. The expectation value of S² is 2.028. The calculation puts the gap between HOMO and LUMO (spin up / spin down) at 9.47 / 4.27 eV. Its spin multiplicity is 3.

CARTESIAN COORDINATES (ANGSTROEM)
1 C -0.495 -0.667 -0.339
2 C -1.271 0.566 0.169
3 C 1.080 -0.692 0.042
4 N 1.733 0.457 0.204
5 N 1.145 -1.375 1.347
6 N -1.082 1.647 -0.722
7 I 2.343 1.445 -1.422
8 H -0.802 -1.596 0.094
9 H -0.530 -0.799 -1.537
10 H -2.323 0.069 0.130
11 H -1.207 1.064 1.194
12 H 1.565 -1.383 -0.669
13 H 0.419 -1.172 2.032
14 H 2.064 -1.478 1.774
15 H -1.148 1.356 -1.731
16 H -1.491 2.559 -0.566

---

Record 2
ORCA calculation (ωB97M-V/def2-TZVPD) on a structure of composition C3H9INaO4P in a non-equilibrium geometry.

The electronic energy comes out at -1222.12376 hartree. The value obtained for the LUMO energy is -0.049 Ha. The HOMO energy is -0.2944 hartree. The calculation puts the gap between HOMO and LUMO at 6.69 eV.

CARTESIAN COORDINATES (ANGSTROEM)
1 Na -0.126 -1.471 -7.995
2 I -0.626 -1.479 -5.168
3 C -1.260 -0.524 2.592
4 O -1.152 0.275 1.546
5 P 0.216 0.278 0.654
6 O 0.923 -1.001 0.731
7 O -0.440 0.498 -0.810
8 C -1.174 -0.568 -1.404
9 O 0.959 1.643 1.113
10 C 2.412 1.813 1.157
11 H -2.024 -1.289 2.458
12 H -1.710 0.001 3.435
13 H -0.348 -1.047 2.881
14 H -2.162 -0.237 -1.723
15 H -1.145 -1.501 -0.842
16 H -0.664 -1.004 -2.263
17 H 2.519 2.726 1.744
18 H 2.948 1.923 0.214
19 H 2.854 0.963 1.677

---

Record 3
ORCA calculation (ωB97M-V/def2-TZVPD) on the molecule C3H9ISi in a non-equilibrium geometry.

The electronic energy comes out at -706.83748 hartree. The value obtained for the LUMO energy is 0.004 Ha. The HOMO energy is -0.3416 hartree. The structure (SMILES) is C[SiH2]CCI. The calculation puts the gap between HOMO and LUMO at 9.40 eV.

CARTESIAN COORDINATES (ANGSTROEM)
1 C -1.563 -1.497 -0.366
2 Si -1.248 0.310 0.230
3 C 0.671 0.536 0.602
4 C 1.837 0.945 -0.378
5 I 3.670 -0.446 -0.039
6 H -1.786 -2.118 0.575
7 H -2.484 -1.467 -1.088
8 H -0.726 -1.875 -0.875
9 H -1.980 0.829 1.317
10 H -1.692 1.345 -0.752
11 H 0.787 1.315 1.425
12 H 0.753 -0.433 1.019
13 H 1.609 0.609 -1.450
14 H 2.153 1.948 -0.220

---

Record 4
ORCA calculation (ωB97M-V/def2-TZVPD) on a structure of composition C3H9MnO3 in a non-equilibrium geometry.

The electronic energy comes out at -1496.19122 hartree. The value obtained for the LUMO energy (spin up / spin down) is 0.021 / 0.009 Ha. The HOMO energy (spin up / spin down) is -0.2218 / -0.3244 hartree. The expectation value of S² is 12.007. The calculation puts the gap between HOMO and LUMO (spin up / spin down) at 6.60 / 9.08 eV. Its spin multiplicity is 7.

CARTESIAN COORDINATES (ANGSTROEM)
1 Mn -0.315 -0.747 2.824
2 O 1.095 -1.897 3.268
3 H 0.910 -2.896 3.902
4 C -1.405 0.808 5.273
5 O -0.338 0.054 4.723
6 C 0.611 -0.409 5.679
7 C 1.685 -1.241 5.006
8 H -2.096 1.053 4.458
9 H -1.936 0.219 6.035
10 H -1.001 1.733 5.708
11 H 0.062 -1.009 6.423
12 H 1.064 0.470 6.163
13 H 2.474 -1.399 5.762
14 H 2.294 -0.538 4.404
15 O 1.207 -3.161 5.190
16 H 2.042 -3.635 5.191

---

Record 5
ORCA calculation (ωB97M-V/def2-TZVPD) on a cluster of 2 separate species, C3H9N in total in a non-equilibrium geometry.

The electronic energy comes out at -174.37432 hartree. The value obtained for the LUMO energy is 0.040 Ha. The HOMO energy is -0.3136 hartree. The structure (SMILES) is C=CC.N. The calculation puts the gap between HOMO and LUMO at 9.62 eV.

CARTESIAN COORDINATES (ANGSTROEM)
1 C 0.189 -1.204 -0.512
2 C 1.025 -1.592 0.477
3 C 1.135 -0.710 1.706
4 H 0.351 -1.344 -1.565
5 H -0.805 -0.999 -0.087
6 H 1.557 -2.533 0.448
7 H 1.349 -1.402 2.533
8 H 0.249 -0.075 1.721
9 H 2.002 -0.080 1.527
10 N -1.721 2.534 -1.292
11 H -1.187 3.188 -1.862
12 H -2.700 2.620 -1.535
13 H -1.444 1.598 -1.559

---

Record 6
ORCA calculation (ωB97M-V/def2-TZVPD) on the molecule C3H9N in a non-equilibrium geometry.

The electronic energy comes out at -174.39877 hartree. The value obtained for the LUMO energy is 0.043 Ha. The HOMO energy is -0.3101 hartree. The structure (SMILES) is CN(C)C. The calculation puts the gap between HOMO and LUMO at 9.60 eV.

CARTESIAN COORDINATES (ANGSTROEM)
1 C 0.530 -0.241 1.273
2 N 0.233 0.225 -0.053
3 C 0.328 -0.822 -1.044
4 C -0.984 0.933 -0.244
5 H 1.481 -0.729 1.351
6 H -0.130 -1.003 1.958
7 H 0.705 0.694 1.927
8 H 1.225 -1.400 -0.900
9 H 0.457 -0.301 -2.048
10 H -0.721 -1.460 -1.032
11 H -0.890 1.906 0.222
12 H -1.174 1.090 -1.318
13 H -1.827 0.403 0.296

---

Record 7
ORCA calculation (ωB97M-V/def2-TZVPD) on a cluster of 2 separate species, C3H9N in total in a non-equilibrium geometry.

The electronic energy comes out at -174.32420 hartree. The value obtained for the LUMO energy is 0.042 Ha. The HOMO energy is -0.3348 hartree. The structure (SMILES) is C=C.CN. The calculation puts the gap between HOMO and LUMO at 10.24 eV.

CARTESIAN COORDINATES (ANGSTROEM)
1 C -1.131 -0.753 0.092
2 C -1.647 0.485 0.003
3 H -0.534 -0.982 0.854
4 H -1.604 -1.432 -0.668
5 H -1.226 1.478 0.338
6 H -2.321 0.663 -0.816
7 C 1.381 0.669 -0.057
8 N 1.328 -0.830 -0.198
9 H 1.740 1.126 -0.936
10 H 0.366 0.979 0.389
11 H 2.132 0.853 0.745
12 H 1.186 -1.268 0.776
13 H 0.329 -0.989 -0.522

---

Record 8
ORCA calculation (ωB97M-V/def2-TZVPD) on a cluster of 2 separate species, C3H9N in total in a non-equilibrium geometry.

The electronic energy comes out at -174.39617 hartree. The value obtained for the LUMO energy is 0.038 Ha. The HOMO energy is -0.3619 hartree. The structure (SMILES) is C=NC.C. The calculation puts the gap between HOMO and LUMO at 10.89 eV.

CARTESIAN COORDINATES (ANGSTROEM)
1 C 1.015 -0.700 1.133
2 N 1.760 -0.946 0.128
3 C 1.549 0.009 -1.001
4 H 1.309 -1.142 2.083
5 H 0.338 0.151 1.120
6 H 2.214 -0.329 -1.788
7 H 1.864 1.015 -0.715
8 H 0.524 0.031 -1.383
9 C -2.153 0.406 0.154
10 H -1.724 1.291 -0.335
11 H -2.378 0.387 1.210
12 H -1.361 -0.320 -0.067
13 H -2.957 0.148 -0.539

---

Record 9
ORCA calculation (ωB97M-V/def2-TZVPD) on the molecule C3H9N in a non-equilibrium geometry.

The electronic energy comes out at -174.42144 hartree. The value obtained for the LUMO energy is 0.047 Ha. The HOMO energy is -0.3147 hartree. The structure (SMILES) is CCNC. The calculation puts the gap between HOMO and LUMO at 9.84 eV.

CARTESIAN COORDINATES (ANGSTROEM)
1 C -0.626 1.606 -0.620
2 C -0.280 0.083 -0.626
3 N 0.615 -0.169 0.486
4 C 0.751 -1.627 0.795
5 H -0.642 2.028 -1.622
6 H 0.060 2.118 0.055
7 H -1.573 1.903 -0.142
8 H 0.193 -0.073 -1.596
9 H -1.210 -0.483 -0.542
10 H 0.482 0.394 1.309
11 H 1.137 -1.636 1.808
12 H -0.234 -2.100 0.726
13 H 1.326 -2.043 -0.031

---

Record 10
ORCA calculation (ωB97M-V/def2-TZVPD) on a cluster of 2 separate species, C3H9N2 in total in a non-equilibrium geometry.

The electronic energy comes out at -228.91794 hartree. The charge is +1. The value obtained for the LUMO energy is -0.115 Ha. The HOMO energy is -0.5431 hartree. The calculation puts the gap between HOMO and LUMO at 11.64 eV.

CARTESIAN COORDINATES (ANGSTROEM)
1 C 0.615 -0.598 -1.363
2 C 0.851 -1.789 -1.920
3 N 0.981 -0.335 0.027
4 H 0.172 0.238 -1.894
5 H 0.692 -1.984 -2.959
6 H 1.133 -2.656 -1.349
7 H 1.447 -1.147 0.424
8 H 1.597 0.452 0.071
9 H 0.152 0.070 0.606
10 C -1.815 1.713 1.424
11 N -0.860 0.917 1.799
12 H -2.059 1.588 0.353
13 H -2.313 2.520 2.009
14 H -0.594 1.013 2.772

---

Question: Which of these has the highest electronic energy?
Answer: number 7

---

Question: electronic energy of number 8 (C3H9N)?
Answer: -174.39617 hartree

---

Question: electronic energy of number 1 (C3H9IN3)?
Answer: -581.22484 hartree

---

Question: Which value of electronic energy does entry 7 give?
Answer: -174.32420 hartree